Here is C4H9NO2 as an isolated structure in a non-equilibrium geometry from OMol25. Energies are from ωB97M-V/def2-TZVPD.

XYZ file:
```
16
Properties=species:S:1:pos:R:3:forces:R:3:lowdin_charge:R:1
O -0.72603 1.92353 -0.22595 0.01 0.43 -0.29 -0.127
H 0.32624 0.99109 1.64853 -0.13 -0.19 -0.16 0.116
H 0.04401 -0.70603 2.20832 0.37 0.12 -0.89 0.134
H -1.08026 -1.95053 -1.15725 -0.04 0.04 0.08 0.087
C 1.69312 0.63132 -0.64723 0.37 -1.08 1.16 0.014
O 1.20536 -0.49042 0.38535 2.13 1.46 -0.32 -0.179
H 1.60719 0.33253 -1.71159 -0.26 -0.45 1.01 0.094
H -1.43373 2.32137 -0.74509 0.18 0.24 0.14 0.087
H -0.87806 -2.42594 0.55436 0.14 0.27 -0.11 0.084
C -0.64806 -0.28401 0.12197 -1.75 0.73 -0.39 -0.425
C -1.22910 -1.64031 -0.12180 -0.05 -0.06 -0.13 -0.018
C 0.17604 -0.04162 1.32895 0.17 0.18 -0.83 -0.089
N -0.76391 0.60701 -0.80648 -2.02 -0.65 0.51 -0.019
H 2.69913 0.55454 -0.29215 0.88 0.43 -0.37 0.069
H 1.31130 1.67518 -0.57886 -0.04 -1.19 0.66 0.084
H -2.30324 -1.49771 0.03892 0.06 -0.27 -0.06 0.087
```
Positions in Å, forces in eV/Å.

## Properties
total charge: 0
LUMO: 0.97 eV
largest force on an atom: 0.0506 Eh/bohr
orbital gap: 9.523 eV
multiplicity: 1
energy above the lowest of the compared OMol25 structures with the same formula, charge and spin: 131.71 kcal per mole
highest occupied orbital energy: -0.314 Ha